2 unconnected molecules or ions with the total composition CH7N3 in a non-equilibrium geometry. Source: OMol25; level of theory: ωB97M-V with the def2-TZVPD basis set.

Geometry as XYZ:
```
11
Properties=species:S:1:pos:R:3:forces:R:3
N 2.29312 -1.21374 -0.84352 -0.29 0.66 0.18
H 2.25143 -0.20871 -1.00357 0.09 -0.03 -0.38
H 1.44212 -1.35329 -0.30427 0.03 -0.34 0.01
H 3.05471 -1.29360 -0.18332 0.16 -0.29 0.18
N -0.53162 1.24055 0.85555 -0.12 0.63 -0.91
C -1.46396 0.28203 0.49717 -1.10 -0.64 -0.77
N -1.66071 0.00152 -0.72803 1.07 0.05 -0.03
H -0.92451 2.01952 1.36905 0.02 -0.18 0.47
H -0.21634 1.62034 -0.04887 0.16 -0.13 0.54
H -2.06330 -0.24065 1.24469 0.51 0.25 0.60
H -2.18095 -0.85396 -0.85489 -0.51 0.02 0.10
```
Positions in Å, forces in eV/Å.

energy relative to the best compared isomer or geometry (same formula, charge and spin) = 40.1 kJ/mol
SMILES string = [H]/N=C/N.N
E_tot = -5620.49026 eV
HOMO level = -0.36887 hartree
2S+1 = 1
Kohn-Sham gap = 11.00 eV

Atom charges from the Löwdin analysis, given in e for atoms 1 to 2: N 0.004; H -0.001

=====

A single CH7N3O molecule in a non-equilibrium geometry. Source: OMol25; level of theory: ωB97M-V with the def2-TZVPD basis set.

Geometry as XYZ:
```
12
Properties=species:S:1:pos:R:3:forces:R:3
C -0.60460 -0.73024 -0.08918 -0.08 0.17 -0.51
N -0.14587 0.52629 0.52574 0.17 -0.19 0.26
N 1.24922 0.76084 0.31537 -0.25 -0.26 0.25
N -0.46752 -0.60605 -1.52993 -0.01 0.02 0.28
O -0.37405 0.34873 1.94469 0.15 0.85 -0.72
H -0.70295 1.23780 2.17041 0.21 -0.56 0.16
H 1.41730 1.22340 -0.57723 -0.44 0.04 0.41
H 1.78723 -0.10723 0.31936 -0.10 -0.04 0.14
H 0.50926 -0.40246 -1.71476 -0.05 -0.20 -0.28
H -0.96920 0.24163 -1.78818 -0.02 -0.17 -0.17
H -1.66077 -0.89647 0.14993 0.29 0.25 0.14
H -0.03803 -1.59624 0.27379 0.13 0.08 0.02
```
Positions in Å, forces in eV/Å.

energy relative to the best compared isomer or geometry (same formula, charge and spin) = 354.4 kJ/mol
SMILES string = NCN(N)O
E_tot = -7665.85149 eV
HOMO level = -0.35333 hartree
2S+1 = 1
Kohn-Sham gap = 10.65 eV

Atom charges from the Löwdin analysis, given in e for atoms 1 to 2: C -0.293; N -0.268